Entry 1:
C34H40GaN4 | ωB97M-V/def2-TZVPD

Atoms and positions in Å:
1 Ga -1.16 -0.64 -1.00
2 N 0.37 -3.13 3.74
3 N -0.56 -3.08 -2.48
4 C 1.26 2.00 -0.46
5 C 2.42 1.28 -0.02
6 C 2.32 1.07 1.37
7 C 3.15 0.18 2.19
8 H 4.07 -0.08 1.65
9 H 2.62 -0.75 2.45
10 H 3.41 0.68 3.14
11 C 1.10 1.71 1.84
12 C 0.55 1.61 3.10
13 H 1.14 1.22 3.92
14 H 0.42 -0.62 2.95
15 H -0.50 1.87 3.26
16 C 0.44 2.26 0.66
17 C -0.89 2.89 0.68
18 H -1.55 2.37 1.41
19 H -1.38 2.86 -0.30
20 H -0.81 3.95 0.99
21 C 3.55 0.88 -0.88
22 H 4.26 1.71 -1.00
23 H 3.21 0.59 -1.88
24 H 4.11 0.04 -0.45
25 C 1.00 2.44 -1.85
26 H -0.05 2.72 -2.00
27 H 1.25 1.64 -2.58
28 H 1.63 3.31 -2.11
29 C -0.21 -4.23 4.18
30 H 0.12 -4.59 5.16
31 C -1.26 -4.90 3.51
32 H -1.76 -5.73 4.01
33 C -1.62 -4.47 2.23
34 H -2.44 -4.95 1.68
35 C -0.91 -3.43 1.66
36 H -1.12 -3.06 0.65
37 C -0.03 -2.67 2.51
38 C 0.41 -1.39 2.17
39 H 0.63 -1.11 1.14
40 C -0.80 -1.77 -2.56
41 C -0.09 -3.52 -3.68
42 H 0.22 -4.54 -3.85
43 C -0.05 -2.48 -4.57
44 H 0.24 -2.46 -5.61
45 N -0.49 -1.37 -3.88
46 C -0.57 -0.07 -4.42
47 C 0.54 0.43 -5.13
48 C 0.37 1.62 -5.84
49 H 1.19 1.99 -6.46
50 C -0.81 2.36 -5.77
51 C -0.98 3.61 -6.57
52 H -1.52 4.37 -6.00
53 H -1.54 3.44 -7.50
54 H 0.00 4.02 -6.86
55 C -1.85 1.88 -4.97
56 H -2.77 2.45 -4.91
57 C -1.76 0.65 -4.30
58 C -2.96 0.18 -3.53
59 H -3.03 -0.91 -3.49
60 H -3.86 0.56 -4.02
61 H -2.98 0.59 -2.51
62 C 1.87 -0.24 -5.09
63 H 1.85 -1.23 -5.56
64 H 2.27 -0.34 -4.07
65 H 2.59 0.38 -5.66
66 C -6.46 -0.70 3.55
67 C -5.30 -0.47 2.63
68 C -4.00 -0.77 3.06
69 C -2.94 -0.63 2.15
70 N -3.12 -0.29 0.86
71 C -4.36 0.07 0.48
72 C -5.47 0.01 1.33
73 H -6.66 -1.77 3.68
74 H -6.28 -0.28 4.54
75 H -7.37 -0.24 3.15
76 H -3.79 -1.12 4.07
77 H -1.91 -0.81 2.46
78 H -4.45 0.43 -0.56
79 H -6.45 0.31 0.95

Charge: -1
HOMO-LUMO gap in Eh: 0.1535
E_HOMO in eV: -1.804
2S+1: 1

=====

Entry 2:
C4H16O3 | ωB97M-V/def2-TZVPD

Atoms and positions in Å:
1 C -0.83 0.20 0.89
2 C 0.45 -0.27 1.44
3 C 1.66 -0.63 0.46
4 C 0.23 -1.59 2.26
5 H -1.57 0.60 1.60
6 H -1.34 -0.52 0.27
7 H -0.70 1.16 0.36
8 H 0.83 0.55 2.07
9 H 2.62 -0.51 0.91
10 H 1.57 -1.62 0.04
11 H 1.51 0.14 -0.30
12 H -0.75 -1.61 2.74
13 H 1.00 -1.58 3.04
14 H 0.35 -2.51 1.68
15 H 4.08 1.34 -3.92
16 H 5.19 0.52 -3.33
17 O 4.73 1.35 -3.20
18 H -4.09 0.61 3.02
19 H -2.59 0.65 3.36
20 O -3.26 1.06 2.80
21 H -3.30 0.23 -5.75
22 H -3.01 1.38 -4.79
23 O -2.77 1.03 -5.65

Charge: +1
HOMO-LUMO gap (alpha / beta) in Eh: 0.3854 / 0.1247
E_HOMO (alpha / beta) in eV: -13.469 / -13.469
2S+1: 2
ΔE to the lowest compared entry with this formula, charge and spin in kcal/mol: 7.0

=====

Entry 3:
C4H4N4 | ωB97M-V/def2-TZVPD

Atoms and positions in Å:
1 H -0.74 -1.82 -1.97
2 N -1.03 -0.91 -1.81
3 C -0.30 -0.18 -1.13
4 C 1.09 -0.49 -0.69
5 N 1.36 -0.52 0.52
6 C 0.49 -0.20 1.57
7 N -0.45 0.68 1.65
8 C -0.73 1.42 0.56
9 N -0.84 1.08 -0.66
10 H 1.97 -0.63 -1.32
11 H 0.56 -0.78 2.51
12 H -1.37 2.33 0.78

HOMO-LUMO gap in Eh: 0.3322
E_HOMO in eV: -9.579
2S+1: 1
ΔE to the lowest compared entry with this formula, charge and spin in kcal/mol: 50.1
SMILES string: [H]/N=c1\cncncn1

=====

Entry 4:
C4H6N | ωB97M-V/def2-TZVPD

Atoms and positions in Å:
1 C -1.56 0.20 0.29
2 C -1.19 -0.95 -0.22
3 C 0.82 -1.01 -0.07
4 C 0.93 0.43 0.19
5 N -0.42 0.82 -0.28
6 H -2.56 0.63 0.46
7 H 0.84 -1.57 0.87
8 H 0.98 -1.44 -1.02
9 H 0.99 0.56 1.27
10 H 1.65 0.92 -0.32
11 H -0.49 1.41 -1.18

Charge: +1
HOMO-LUMO gap in Eh: 0.3286
E_HOMO in eV: -15.515
2S+1: 1
ΔE to the lowest compared entry with this formula, charge and spin in kcal/mol: 114.4

=====

Entry 5:
C18H32F6LiO15P | ωB97M-V/def2-TZVPD

Atoms and positions in Å:
1 Li -0.23 0.32 -0.47
2 P -2.79 2.56 -1.25
3 F -1.52 3.55 -1.12
4 F -2.27 2.05 -2.68
5 F -1.91 1.35 -0.53
6 F -4.04 1.53 -1.33
7 F -3.28 3.01 0.23
8 F -3.66 3.71 -1.93
9 C 3.45 -3.66 0.41
10 C 4.42 -2.45 0.50
11 O 3.57 -1.32 0.37
12 C 2.31 -1.70 0.09
13 O 1.41 -0.97 -0.14
14 O 2.19 -3.05 0.15
15 H 3.42 -4.21 1.34
16 H 3.73 -4.33 -0.40
17 H 5.15 -2.50 -0.30
18 H 4.98 -2.40 1.43
19 C 2.72 0.37 3.65
20 C 1.44 0.26 4.50
21 O 0.40 0.40 3.55
22 C 0.89 0.84 2.37
23 O 0.23 1.07 1.42
24 O 2.23 0.95 2.42
25 H 3.14 -0.60 3.39
26 H 3.48 1.02 4.06
27 H 1.42 1.02 5.28
28 H 1.38 -0.71 4.99
29 C 2.21 5.59 -0.14
30 C 1.52 4.30 -0.51
31 O 2.37 3.63 -1.46
32 C 2.00 2.38 -1.72
33 O 1.00 1.86 -1.32
34 O 2.94 1.82 -2.50
35 C 2.65 0.52 -2.98
36 H 3.03 5.38 0.57
37 H 1.54 6.29 0.33
38 H 2.70 6.04 -1.00
39 H 0.53 4.45 -0.93
40 H 1.38 3.64 0.35
41 H 2.86 0.50 -4.06
42 H 1.59 0.27 -2.87
43 H 3.30 -0.19 -2.48
44 C -4.54 0.85 2.64
45 C -3.35 0.34 1.85
46 O -2.95 -0.92 2.45
47 C -1.99 -1.58 1.84
48 O -1.45 -1.30 0.80
49 O -1.71 -2.68 2.56
50 C -0.54 -3.35 2.17
51 H -5.25 0.05 2.84
52 H -4.99 1.67 2.09
53 H -4.23 1.26 3.60
54 H -2.53 1.05 1.93
55 H -3.60 0.16 0.81
56 H 0.36 -2.73 2.29
57 H -0.56 -3.62 1.11
58 H -0.41 -4.26 2.76
59 C -4.51 -1.61 -2.52
60 C -3.10 -1.16 -2.24
61 O -2.20 -2.19 -2.73
62 C -0.93 -1.88 -2.71
63 O -0.43 -0.90 -2.21
64 O -0.26 -2.84 -3.36
65 C 1.15 -2.69 -3.40
66 H -5.19 -0.87 -2.09
67 H -4.72 -2.56 -2.03
68 H -4.72 -1.67 -3.58
69 H -2.94 -0.98 -1.18
70 H -2.86 -0.21 -2.70
71 H 1.54 -3.61 -3.82
72 H 1.54 -2.47 -2.40
73 H 1.46 -1.87 -4.05

HOMO-LUMO gap in Eh: 0.3758
E_HOMO in eV: -10.534
2S+1: 1
ΔE to the lowest compared entry with this formula, charge and spin in kcal/mol: 0.0

=====

Entry 6:
C6H35NO13 | ωB97M-V/def2-TZVPD

Atoms and positions in Å:
1 C 1.54 -1.90 -0.61
2 N 0.42 -1.41 0.12
3 C -0.71 -2.19 0.29
4 C -1.96 -1.24 0.02
5 C -1.39 0.17 0.23
6 C 0.10 -0.01 0.23
7 C 0.89 0.63 1.38
8 O 2.61 -1.26 -0.61
9 H 1.31 -2.75 -1.30
10 H -0.81 -2.87 -0.57
11 H -0.66 -2.61 1.26
12 H -2.23 -1.34 -1.05
13 H -2.84 -1.45 0.72
14 H -1.82 0.61 1.29
15 H -1.79 0.98 -0.41
16 H 0.34 0.55 -0.72
17 H 1.19 0.00 2.21
18 H 1.67 1.15 0.90
19 H 0.55 1.41 2.12
20 H 1.04 1.39 -3.11
21 H 2.30 2.03 -2.40
22 O 1.37 1.98 -2.28
23 H 2.75 -3.39 3.00
24 H 1.92 -2.78 1.93
25 O 2.55 -2.58 2.57
26 H -2.42 -0.50 2.86
27 H -1.80 -1.27 4.00
28 O -2.45 -0.56 3.85
29 H 3.13 -0.26 -1.85
30 H 4.59 -0.48 -2.42
31 O 3.76 -0.06 -2.68
32 H 0.03 3.15 -0.35
33 H -1.13 3.72 0.25
34 O -0.71 3.63 -0.64
35 H -2.48 0.34 -2.49
36 H -2.79 -0.61 -3.60
37 O -2.68 -0.55 -2.78
38 H -0.90 -2.54 -3.33
39 H -1.35 -1.52 -2.36
40 O -0.54 -1.96 -2.76
41 H 0.83 -1.23 3.47
42 H 0.94 -0.22 4.79
43 O 0.39 -0.86 4.24
44 H -1.88 3.69 2.25
45 H -0.85 2.56 2.86
46 O -1.09 3.17 2.07
47 H -1.63 1.36 4.34
48 H -0.47 0.27 3.88
49 O -0.78 1.29 3.81
50 H -1.06 2.16 -3.26
51 H -1.27 2.64 -1.84
52 O -1.39 1.90 -2.48
53 H 1.41 0.16 -4.18
54 H 0.27 -0.47 -3.41
55 O 0.47 0.27 -4.02

HOMO-LUMO gap in Eh: 0.3462
E_HOMO in eV: -9.319
2S+1: 1
ΔE to the lowest compared entry with this formula, charge and spin in kcal/mol: 103.9

=====

Entry 7:
C4H9I2NOS | ωB97M-V/def2-TZVPD

Atoms and positions in Å:
1 C 0.53 -3.06 -0.71
2 C -1.47 1.27 1.12
3 C 0.77 1.84 -0.34
4 C -0.89 -2.51 -0.81
5 N -0.61 -0.43 -1.28
6 O 0.49 -0.57 0.96
7 S -0.23 0.28 0.06
8 I -2.10 -2.66 0.98
9 I -1.96 -3.10 -2.51
10 H 0.66 -3.95 0.03
11 H 1.05 -2.09 -0.41
12 H 0.86 -3.29 -1.66
13 H -0.72 1.59 1.71
14 H -1.88 1.84 0.36
15 H -2.19 0.52 1.48
16 H 0.21 2.14 -1.30
17 H 0.67 2.32 0.60
18 H 1.82 1.45 -0.59

HOMO-LUMO gap in Eh: 0.2996
E_HOMO in eV: -8.755
2S+1: 1
ΔE to the lowest compared entry with this formula, charge and spin in kcal/mol: 66.7

=====

Entry 8:
C11H13Cl | ωB97M-V/def2-TZVPD

Atoms and positions in Å:
1 C -3.39 0.29 -0.16
2 C -2.54 -0.12 -1.22
3 C -2.75 0.30 1.09
4 C -1.25 -0.47 -1.09
5 C -1.45 -0.17 1.29
6 C -0.63 -0.40 0.17
7 C 2.47 1.82 -1.04
8 C 1.62 1.76 -0.11
9 C 1.56 -1.47 -0.79
10 C 1.43 -0.86 1.68
11 C 0.83 -0.80 0.33
12 Cl 0.44 2.86 0.38
13 H -4.31 0.70 -0.27
14 H -2.88 -0.06 -2.19
15 H -3.20 0.82 1.99
16 H -0.63 -0.78 -1.91
17 H -1.01 0.07 2.23
18 H 2.69 2.77 -1.66
19 H 3.12 0.99 -1.30
20 H 1.08 -1.01 -1.68
21 H 1.37 -2.51 -0.90
22 H 2.72 -1.38 -0.93
23 H 0.94 0.03 2.18
24 H 1.31 -1.82 2.17
25 H 2.44 -0.55 1.74

HOMO-LUMO gap (alpha / beta) in Eh: 0.2478 / 0.3006
E_HOMO (alpha / beta) in eV: -7.208 / -8.405
2S+1: 1
ΔE to the lowest compared entry with this formula, charge and spin in kcal/mol: 90.4

=====

Entry 9:
C44H102N6O13S13 | ωB97M-V/def2-TZVPD

Atoms and positions in Å:
1 C 1.21 -0.13 0.86
2 S -0.16 0.97 0.34
3 O 0.55 2.21 -0.18
4 C -0.64 -0.13 -1.12
5 H 0.85 -1.14 1.04
6 H 1.79 0.22 1.71
7 H 1.93 -0.14 0.04
8 H -1.23 0.46 -1.81
9 H -1.34 -0.83 -0.66
10 H 0.17 -0.45 -1.77
11 C 6.16 1.54 -1.20
12 S 5.48 3.17 -0.70
13 O 5.61 4.13 -1.87
14 C 3.67 2.69 -0.64
15 H 5.51 1.14 -1.98
16 H 6.32 0.86 -0.37
17 H 7.14 1.65 -1.67
18 H 3.13 3.53 -0.21
19 H 3.58 1.80 -0.01
20 H 3.25 2.65 -1.65
21 C -0.32 -3.82 -0.67
22 S 1.21 -4.85 -0.94
23 O 2.10 -4.33 -2.09
24 C 2.09 -4.52 0.70
25 H -0.74 -3.83 0.34
26 H -1.09 -4.07 -1.39
27 H -0.03 -2.82 -0.99
28 H 1.56 -4.84 1.60
29 H 2.12 -3.43 0.81
30 H 3.12 -4.87 0.71
31 C -0.16 6.94 1.67
32 S 1.39 6.76 0.67
33 O 1.30 5.44 -0.04
34 C 0.76 7.99 -0.56
35 H -0.94 6.69 0.96
36 H -0.31 7.90 2.15
37 H -0.23 6.23 2.49
38 H -0.11 7.60 -1.09
39 H 1.50 8.06 -1.36
40 H 0.44 8.96 -0.18
41 C -2.39 3.32 2.51
42 S -3.28 4.39 1.29
43 O -3.09 5.87 1.72
44 C -2.05 4.16 -0.08
45 H -1.38 3.65 2.74
46 H -2.36 2.27 2.23
47 H -2.92 3.48 3.46
48 H -2.15 3.23 -0.64
49 H -1.02 4.26 0.24
50 H -2.30 4.92 -0.83
51 C -0.95 -0.29 4.80
52 S -1.18 -1.70 3.56
53 O -1.35 -0.97 2.25
54 C 0.59 -2.27 3.58
55 H -1.69 0.51 4.70
56 H -0.04 0.23 4.47
57 H -0.94 -0.67 5.82
58 H 1.24 -1.40 3.48
59 H 0.78 -3.06 2.86
60 H 0.70 -2.75 4.56
61 C 2.02 -1.33 -5.12
62 S 1.38 -1.90 -6.78
63 O 1.34 -0.60 -7.57
64 C 2.98 -2.73 -7.27
65 H 1.31 -0.54 -4.89
66 H 3.02 -0.89 -5.12
67 H 2.03 -2.17 -4.43
68 H 2.99 -3.69 -6.76
69 H 3.84 -2.15 -6.97
70 H 3.14 -2.97 -8.32
71 C -4.90 -0.27 3.86
72 S -6.57 -0.70 4.43
73 O -7.59 -0.30 3.34
74 C -6.38 -2.56 4.28
75 H -4.14 -0.69 4.52
76 H -4.81 0.82 3.87
77 H -4.56 -0.50 2.86
78 H -5.49 -2.93 4.80
79 H -6.17 -2.76 3.23
80 H -7.29 -3.08 4.55
81 C 2.38 2.23 5.14
82 S 3.24 2.89 3.61
83 O 3.73 1.70 2.80
84 C 1.75 3.64 2.82
85 H 1.48 1.62 4.99
86 H 1.92 3.08 5.64
87 H 2.92 1.67 5.90
88 H 1.92 3.95 1.79
89 H 1.48 4.62 3.22
90 H 1.02 2.82 2.78
91 C 4.24 -1.30 4.88
92 S 3.40 -1.41 6.55
93 O 1.91 -1.17 6.40
94 C 3.44 -3.23 6.89
95 H 3.70 -2.05 4.30
96 H 5.29 -1.56 4.88
97 H 4.02 -0.28 4.55
98 H 4.44 -3.56 7.16
99 H 3.30 -3.76 5.94
100 H 2.68 -3.47 7.63
101 C 5.28 -2.00 -2.68
102 S 6.29 -3.10 -3.76
103 O 7.03 -3.93 -2.71
104 C 4.81 -4.10 -4.19
105 H 6.02 -1.53 -2.03
106 H 4.67 -2.65 -2.06
107 H 4.58 -1.38 -3.22
108 H 4.52 -4.77 -3.39
109 H 5.06 -4.66 -5.09
110 H 3.88 -3.55 -4.38
111 C -6.09 0.45 0.36
112 S -4.56 1.13 -0.43
113 O -4.35 0.36 -1.72
114 C -5.28 2.75 -0.99
115 H -7.01 0.54 -0.21
116 H -6.17 1.03 1.28
117 H -6.04 -0.63 0.49
118 H -4.56 3.51 -1.29
119 H -5.80 3.27 -0.19
120 H -5.98 2.58 -1.81
121 C -6.92 0.35 -3.39
122 S -8.31 1.57 -3.35
123 O -8.21 2.54 -2.22
124 C -7.71 2.55 -4.82
125 H -7.05 -0.23 -2.48
126 H -5.98 0.86 -3.20
127 H -6.77 -0.25 -4.28
128 H -7.54 1.99 -5.74
129 H -6.92 3.27 -4.59
130 H -8.55 3.16 -5.13
131 C 3.25 5.89 -2.57
132 C 4.28 6.42 -3.46
133 N 5.08 6.86 -4.18
134 H 2.37 6.53 -2.60
135 H 3.64 5.66 -1.58
136 H 3.07 4.88 -2.96
137 C -2.38 0.20 -5.07
138 C -2.29 -1.08 -4.30
139 N -2.22 -2.05 -3.73
140 H -1.39 0.43 -5.47
141 H -2.52 1.03 -4.38
142 H -3.09 0.00 -5.87
143 C -0.54 3.62 -2.92
144 C 0.41 2.61 -3.36
145 N 1.20 1.75 -3.69
146 H -1.54 3.25 -2.72
147 H -0.47 4.39 -3.69
148 H -0.13 3.99 -1.97
149 N -2.36 -5.89 1.30
150 C -1.73 -5.38 2.36
151 C -0.84 -6.39 2.67
152 C -0.93 -7.48 1.75
153 C -1.91 -7.12 0.90
154 H -2.88 -5.26 0.70
155 H -1.89 -4.35 2.65
156 H -0.07 -6.33 3.43
157 H -0.28 -8.35 1.76
158 H -2.46 -7.62 0.12
159 N -3.65 -2.91 -1.38
160 C -4.36 -4.04 -1.72
161 C -4.87 -4.55 -0.55
162 C -4.54 -3.74 0.51
163 C -3.66 -2.82 0.01
164 H -3.20 -2.30 -2.05
165 H -4.56 -4.34 -2.74
166 H -5.49 -5.41 -0.34
167 H -4.69 -3.76 1.58
168 H -3.21 -2.00 0.54
169 N 5.44 -0.61 1.82
170 C 5.35 -1.55 0.83
171 C 6.61 -1.85 0.41
172 C 7.50 -1.00 1.03
173 C 6.80 -0.33 1.98
174 H 4.67 -0.27 2.38
175 H 4.37 -1.95 0.64
176 H 6.90 -2.49 -0.41
177 H 8.56 -0.97 0.84
178 H 7.02 0.46 2.68

HOMO-LUMO gap in Eh: 0.3018
E_HOMO in eV: -8.367
2S+1: 1

=====

Entry 10:
C5H5NS | ωB97M-V/def2-TZVPD

Atoms and positions in Å:
1 C -0.46 0.37 0.40
2 C 0.38 1.01 -0.43
3 C 1.02 -0.06 -1.24
4 C 0.28 -1.33 -0.94
5 C -0.61 -0.95 0.04
6 H -0.74 1.75 1.84
7 H -1.30 0.11 2.53
8 H 1.13 1.90 -0.20
9 H 0.58 -2.17 -1.52
10 H -1.44 -1.64 0.37
11 N -1.14 0.82 1.38
12 S 2.32 0.20 -2.23

HOMO-LUMO gap in Eh: 0.2569
E_HOMO in eV: -8.224
2S+1: 1
ΔE to the lowest compared entry with this formula, charge and spin in kcal/mol: 83.5